Molecular formula: C42H94O14
Method: DFT, ωB97M-V/def2-TZVPD

Its spin multiplicity is 1. The calculation puts the energy above the lowest of the compared OMol25 structures with the same formula, charge and spin at 0.000 eV. The HOMO energy is -9.3 eV. The HOMO-LUMO gap comes out at 9.505 eV.

Last columns: bonded neighbours and bond lengths (Å).
Atoms and positions in Å:
1 H 1.6767 1.3999 5.2929  C145 1.091
2 H -2.2708 0.9256 4.6767  C118 1.094
3 H -2.3130 -2.1313 1.5805  O122 0.973
4 H -2.0170 -3.3084 -1.8395  C66 1.096
5 O -4.1903 2.2328 -4.4292  C113 1.424, C137 1.430
6 H 0.2050 1.2350 1.8199  C81 1.090
7 H -4.3522 4.1108 3.0993  C55 1.093
8 H -2.7116 4.2758 3.7616  C55 1.089
9 H -0.3957 -4.4961 0.8360  C140 1.090
10 H 4.1719 -3.4048 4.7487  C85 1.096
11 O -1.1244 -0.8705 0.7590  C41 1.435, C150 1.426
12 H -2.1731 0.9769 6.4479  C118 1.095
13 H 5.6748 -3.0223 -1.8579  C114 1.088
14 H 1.5505 -0.3232 -6.3949  C28 1.092
15 O -0.8576 -3.3051 4.2911  H48 0.964, H144 0.964
16 H 1.9944 -2.6568 2.9755  C128 1.089
17 O 2.5743 1.6720 -3.0262  H25 0.974, H44 0.962
18 H 1.5969 -8.2288 1.5730  C148 1.092
19 H 5.1272 0.0215 3.3551  C49 1.089
20 C -2.9968 -5.0451 -1.0613  C33 1.544, H54 1.090, C66 1.522, H96 1.093
21 H 4.1464 -3.3807 -2.7069  C114 1.090
22 H 2.0972 -1.6535 -2.2497  C119 1.093
23 H 0.6175 1.5762 3.8793  C145 1.093
24 H -1.1844 -0.6455 -1.2937  C150 1.096
25 H 1.7207 1.3714 -3.3849  O17 0.974
26 C 0.1995 1.2258 -5.7982  C28 1.524, H104 1.092, O133 1.425, H136 1.092
27 C 3.1479 4.0616 2.8435  C51 1.527, H67 1.091, H73 1.092, C111 1.525
28 C 0.4873 -0.0971 -6.4976  H14 1.092, C26 1.524, C46 1.522, H94 1.089
29 H -2.1227 2.0938 2.3924  C30 1.097
30 C -2.9428 2.7857 2.1646  H29 1.097, O47 1.445, C55 1.518, C100 1.515
31 C -0.0798 0.9676 -0.3313  C81 1.529, H90 1.090, H91 1.087, C150 1.540
32 H -1.2183 -0.6242 -3.7073  C139 1.087
33 C -3.4393 -5.7633 -2.3542  C20 1.544, H74 1.091, O101 1.427, H108 1.092
34 H 1.6755 0.7632 1.0027  C81 1.093
35 H -2.7806 0.3550 -2.8059  C129 1.093
36 H -4.3432 -0.1959 -2.1957  C129 1.088
37 H -3.7641 2.9115 4.1753  C55 1.094
38 H -2.0231 4.2541 -1.8595  C92 1.086
39 H 4.4277 5.8476 3.2735  C111 1.088
40 H 0.3985 -4.8393 2.4124  C140 1.096
41 C 0.2383 -0.8355 1.2074  O11 1.435, H69 1.096, C81 1.519, H107 1.096
42 H -3.5265 2.4483 -2.4888  C137 1.092
43 H 2.4245 -0.0133 3.7406  C83 1.086
44 H 3.1789 1.6307 -3.7734  O17 0.962
45 H -5.2543 2.0330 -2.6473  C137 1.090
46 C -0.3390 -1.0725 -5.6717  C28 1.522, H76 1.094, H117 1.091, C139 1.542
47 O -4.0278 1.9819 1.6514  C30 1.445, H65 0.963
48 H -1.2934 -3.2274 5.1469  O15 0.964
49 C 4.5223 -0.7186 3.8770  H19 1.089, C83 1.520, O98 1.430, H126 1.095
50 H 0.5184 -1.0156 -3.6976  C139 1.094
51 C 2.0717 4.0023 1.7620  C27 1.527, H80 1.091, C87 1.539, H143 1.093
52 H -3.4168 -0.9254 -4.6392  C141 1.092
53 H 4.1649 -3.7680 3.0306  C85 1.091
54 H -2.0249 -5.3595 -0.6795  C20 1.090
55 C -3.4402 3.5706 3.3646  H7 1.093, H8 1.089, C30 1.518, H37 1.094
56 H -0.0095 0.1588 6.5223  C78 1.088
57 H 1.0689 5.8830 1.2824  C87 1.091
58 H -1.3042 -6.5157 2.0854  O72 0.963
59 H 3.1325 -0.6629 2.2673  C83 1.093
60 H -5.0484 -3.5536 -2.1305  C70 1.101
61 H 4.6760 5.1044 1.6974  C111 1.100
62 H -1.4979 4.0702 1.2345  C100 1.093
63 H 2.2519 -2.2625 4.6738  C128 1.096
64 O -1.1669 6.1346 -2.3297  C92 1.432, C123 1.430
65 H -4.2576 1.3452 2.3365  O47 0.963
66 C -3.0094 -3.5760 -1.4584  H4 1.096, C20 1.522, C70 1.516, H146 1.089
67 H 3.8381 3.2170 2.8797  C27 1.091
68 H -3.9861 -2.6893 -3.2199  C70 1.091
69 H 0.1919 -1.1590 2.2532  C41 1.096
70 C -4.0390 -3.5642 -2.5711  H60 1.101, C66 1.516, H68 1.091, O101 1.417
71 H -3.1398 4.5836 0.9354  C100 1.091
72 O -0.5517 -7.1072 1.9816  H58 0.963, C97 1.415
73 H 2.6996 4.1362 3.8368  C27 1.092
74 H -2.5998 -6.3152 -2.7794  C33 1.091
75 H 3.6518 -4.3926 -0.5795  C77 1.092
76 H -1.3806 -1.1238 -6.0015  C46 1.094
77 C 3.9111 -3.3321 -0.5558  H75 1.092, H93 1.095, C114 1.525, O124 1.428
78 C -0.2804 0.4682 5.5155  H56 1.088, H115 1.089, C118 1.547, C145 1.529
79 H 1.8429 5.1029 -3.2949  C135 1.089
80 H 1.1027 3.7130 2.1713  C51 1.091
81 C 0.5904 0.6275 1.0005  H6 1.090, C31 1.529, H34 1.093, C41 1.519
82 O -1.3474 2.5931 5.5514  C89 1.433, C118 1.414
83 C 3.0958 -0.7740 3.3545  H43 1.086, C49 1.520, H59 1.093, C128 1.526
84 H 0.1674 3.6535 4.6599  C89 1.092
85 C 4.0365 -2.9626 3.7546  H10 1.096, H53 1.091, O98 1.427, C128 1.534
86 H -2.6522 1.1387 -5.2960  C113 1.099
87 C 2.0402 5.4081 1.1372  C51 1.539, H57 1.091, H112 1.093, O130 1.419
88 H 0.7156 6.4399 -1.4990  C123 1.094
89 C 0.0503 2.8783 5.4199  O82 1.433, H84 1.092, H105 1.094, C145 1.517
90 H 0.6084 0.7024 -1.1339  C31 1.090
91 H -0.4077 2.0019 -0.3938  C31 1.087
92 C -1.4280 4.7566 -2.6166  H38 1.086, O64 1.432, H110 1.094, C138 1.521
93 H 4.5281 -3.1100 0.3205  C77 1.095
94 H 0.2160 -0.1063 -7.5517  C28 1.089
95 H 2.3988 -7.0632 0.4889  C148 1.086
96 H -3.6808 -5.2215 -0.2274  C20 1.093
97 C 0.4010 -6.5086 1.1240  O72 1.415, H102 1.100, C140 1.523, C148 1.518
98 O 5.0606 -1.9960 3.5261  C49 1.430, C85 1.427
99 H 0.4045 3.8337 -1.8305  C138 1.100
100 C -2.5075 3.6998 1.0371  C30 1.515, H62 1.093, H71 1.091, H147 1.089
101 O -3.8251 -4.7633 -3.2960  C33 1.427, C70 1.417
102 H 0.1404 -6.6963 0.0715  C97 1.100
103 H 0.5171 5.4845 -4.3811  C135 1.095
104 H 1.0740 1.8701 -5.9064  C26 1.092
105 H 0.4131 3.2550 6.3810  C89 1.094
106 H 1.3657 -4.5231 1.0141  C140 1.092
107 H 0.8663 -1.6022 0.7390  C41 1.096
108 H -4.2475 -6.4645 -2.1364  C33 1.092
109 H -5.1383 -0.3889 -4.5831  C141 1.091
110 H -1.9370 4.7424 -3.5850  C92 1.094
111 C 3.9207 5.3218 2.4675  C27 1.525, H39 1.088, H61 1.100, O130 1.423
112 H 2.2438 5.3819 0.0635  C87 1.093
113 C -3.7480 1.1299 -5.2133  O5 1.424, H86 1.099, H127 1.087, C141 1.525
114 C 4.5949 -2.8869 -1.8442  H13 1.088, H21 1.090, C77 1.525, C125 1.529
115 H -0.2925 -0.3711 4.8210  C78 1.089
116 H 2.4331 -0.5584 -0.8822  C119 1.088
117 H 0.0368 -2.0922 -5.7660  C46 1.091
118 C -1.6379 1.2100 5.5220  H2 1.094, H12 1.095, C78 1.547, O82 1.414
119 C 2.7646 -1.4518 -1.4081  H22 1.093, H116 1.088, O124 1.448, C125 1.515
120 H -0.0719 3.1754 -3.3193  C138 1.093
121 H -2.2579 0.3823 -0.3530  C150 1.090
122 O -2.4955 -3.0218 1.9264  H3 0.973, H132 0.967
123 C 0.2265 6.4182 -2.4771  O64 1.430, H88 1.094, H134 1.088, C135 1.529
124 O 2.6974 -2.5819 -0.5058  C77 1.428, C119 1.448
125 C 4.2238 -1.4043 -1.8137  C114 1.529, C119 1.515, H131 1.094, H149 1.091
126 H 4.6224 -0.5868 4.9597  C49 1.095
127 H -4.2080 1.1180 -6.1977  C113 1.087
128 C 2.7008 -2.2125 3.6747  H16 1.089, H63 1.096, C83 1.526, C85 1.534
129 C -3.8582 0.3736 -2.9863  H35 1.093, H36 1.088, C137 1.541, C141 1.510
130 O 2.9677 6.1933 1.8700  C87 1.419, C111 1.423
131 H 4.4114 -0.9265 -2.7795  C125 1.094
132 H -1.8272 -3.1673 2.6103  O122 0.967
133 O 0.1064 0.8748 -4.4204  C26 1.425, C139 1.439
134 H 0.2902 7.3857 -2.9708  C123 1.088
135 C 0.7683 5.2750 -3.3360  H79 1.089, H103 1.095, C123 1.529, C138 1.513
136 H -0.7045 1.7151 -6.1657  C26 1.092
137 C -4.2563 1.8612 -3.0495  O5 1.430, H42 1.092, H45 1.090, C129 1.541
138 C -0.0531 4.1290 -2.7860  C92 1.521, H99 1.100, H120 1.093, C135 1.513
139 C -0.2790 -0.5003 -4.2411  H32 1.087, C46 1.542, H50 1.094, O133 1.439
140 C 0.4353 -5.0001 1.3287  H9 1.090, H40 1.096, C97 1.523, H106 1.092
141 C -4.1004 -0.1092 -4.3964  H52 1.092, H109 1.091, C113 1.525, C129 1.510
142 H 2.2106 -6.7704 2.2606  C148 1.095
143 H 2.3473 3.2382 1.0309  C51 1.093
144 H -0.0084 -3.7174 4.4859  O15 0.964
145 C 0.6456 1.5564 4.9715  H1 1.091, H23 1.093, C78 1.529, C89 1.517
146 H -3.2544 -2.8645 -0.6712  C66 1.089
147 H -2.5380 3.1685 0.0868  C100 1.089
148 C 1.7480 -7.1701 1.3519  H18 1.092, H95 1.086, C97 1.518, H142 1.095
149 H 4.8454 -0.8531 -1.1058  C125 1.091
150 C -1.2500 -0.0324 -0.3873  O11 1.426, H24 1.096, C31 1.540, H121 1.090